A molecular structure, C18H38O10S6Tl. Source: the Open Molecules 2025 dataset; level of theory: ωB97M-V/def2-TZVPD.

The geometry in ORCA input format:
```
! RIJCOSX wB97M-V def2-TZVPD def2/J DEFGRID3
* xyz 1 1
Tl 0.5985 -1.4816 0.3166
C 5.3103 0.1520 -0.9999
C 3.9989 -0.0116 -0.4329
C 3.3417 1.1364 0.4128
O 2.1981 0.8604 0.8783
C 4.1677 2.2858 0.7697
C 5.3835 2.3885 0.2792
C 5.9733 1.3656 -0.7050
O 6.9452 1.5826 -1.5330
O 6.1479 3.3942 0.7252
O 3.3103 -1.0382 -0.5714
H 5.6460 -0.5884 -1.7109
H 3.8950 3.0974 1.4279
C 2.3289 1.2606 4.1846
S 0.5829 0.7357 4.1157
O 0.3753 -0.2344 3.0100
C 0.4749 -0.1554 5.7799
H 2.6235 1.9066 3.3576
H 2.9816 0.3878 4.2057
H 2.5793 1.7487 5.1265
H 0.8109 0.4663 6.6097
H 1.1693 -0.9940 5.7271
H -0.5488 -0.5229 5.8508
C -3.1985 2.2500 0.2270
S -1.8733 1.8993 1.4164
O -0.9474 1.0568 0.5216
C -0.9721 3.5316 1.4163
H -4.0929 2.7750 0.5625
H -3.5491 1.2792 -0.1232
H -2.8020 2.7412 -0.6616
H 0.0085 3.4450 1.8843
H -1.5718 4.3156 1.8787
H -0.6029 3.8549 0.4430
C -0.7580 -3.7229 -3.5505
S 1.0214 -3.4597 -3.3982
O 1.2953 -2.6869 -2.1397
C 1.5558 -5.2284 -2.9225
H -1.1435 -3.9998 -2.5693
H -0.9132 -4.4465 -4.3508
H -1.0258 -2.7061 -3.8377
H 1.4224 -5.9087 -3.7637
H 1.0880 -5.6197 -2.0191
H 2.6072 -5.1338 -2.6510
C -4.0733 -1.5242 -1.8270
S -2.5519 -0.5386 -2.2257
O -1.3714 -1.4472 -1.8281
C -2.6009 -0.6292 -4.0529
H -4.3525 -1.4346 -0.7772
H -4.0712 -2.5623 -2.1593
H -5.0002 -1.2023 -2.3018
H -1.5719 -0.4925 -4.3853
H -3.2151 0.1457 -4.5115
H -3.0074 -1.5440 -4.4842
C -3.9223 -0.3733 3.0961
S -3.4121 -1.9539 2.1745
O -2.1249 -1.6179 1.4051
C -3.0478 -2.9541 3.6857
H -4.5091 0.1378 2.3328
H -3.1602 0.3814 3.2904
H -4.5538 -0.6243 3.9483
H -4.0558 -3.1016 4.0735
H -2.4217 -2.3491 4.3415
H -2.5932 -3.9100 3.4255
C 2.4978 2.5863 -2.5845
S 0.8930 1.6248 -2.9698
O 0.6743 0.6253 -1.7909
C -0.4794 2.8519 -2.8827
H 2.5768 3.1305 -1.6433
H 2.6777 3.4059 -3.2802
H 3.3556 1.9167 -2.6464
H -0.5662 3.4348 -1.9657
H -1.4724 2.4168 -2.9960
H -0.3825 3.6225 -3.6475
*
```

Computed properties:
HOMO	-10.6	eV
orbital gap	3.5	eV
energy above the lowest of the compared OMol25 structures with the same formula, charge and spin	3.970	eV
LUMO	-7.06	eV



A molecular structure, C18H38OP2Ti. Source: the Open Molecules 2025 dataset; level of theory: ωB97M-V/def2-TZVPD.

The geometry in ORCA input format:
```
! RIJCOSX wB97M-V def2-TZVPD def2/J DEFGRID3
* xyz 0 3
P 1.0046 1.7668 -0.8286
P -1.5539 1.6549 0.9345
C -0.5437 2.5717 -1.4775
C -1.4584 3.0335 -0.3382
H -1.0453 1.8288 -2.1245
H -0.2455 3.4050 -2.1275
H -1.0948 3.9663 0.1384
H -2.4869 3.2203 -0.6825
C -2.7327 0.4536 0.2005
H -2.8312 -0.3989 0.8859
H -2.4108 0.0806 -0.7801
H -3.7079 0.9441 0.0841
C -2.5557 2.3576 2.2758
H -3.4758 2.7752 1.8477
H -2.0002 3.1262 2.8295
H -2.8305 1.5481 2.9653
C 1.9330 1.7240 -2.3548
H 3.0015 1.6579 -2.1122
H 1.7167 2.6305 -2.9412
H 1.6359 0.8484 -2.9414
C 1.9572 3.0406 0.1005
H 1.4075 3.6646 0.8151
H 2.3300 3.7107 -0.6904
H 2.8369 2.6035 0.6089
Ti 0.6064 1.0943 1.2703
C -1.8198 -2.6366 -1.0140
C -2.3187 -2.4560 -2.2499
C -1.7436 -2.6369 -3.6471
C -0.2040 -2.6181 -3.7165
C 0.4376 -1.3724 -3.1775
C 1.1371 -1.2849 -2.0619
C 0.3387 -1.2746 -0.7837
C -0.3938 -2.6151 -0.5518
C 1.6075 2.2128 2.8974
H -2.5653 -2.7503 -0.1916
H -3.3909 -2.2363 -2.2746
H -2.1102 -1.8536 -4.3354
H -2.0889 -3.6030 -4.0759
H 0.1387 -3.5363 -3.2107
H 0.1296 -2.6631 -4.7775
H 0.4462 -0.5669 -3.9314
H 2.1532 -0.8990 -2.0061
H -0.4404 -0.5040 -0.9419
H 0.9257 -1.0290 0.1160
H 0.1925 -3.4407 -0.9592
H -0.4199 -2.7747 0.5278
H 0.9580 2.0154 3.7762
H 1.8309 3.2794 2.7363
H 2.5818 1.7251 3.1251
C 2.5520 -1.1866 3.7127
C 1.5746 -1.6031 2.6287
C 0.5648 -2.6264 3.1190
O 0.9028 -0.4535 2.1448
H 2.0090 -0.8908 4.6178
H 3.1774 -0.3395 3.4114
H 3.2163 -2.0213 3.9640
H 2.1776 -2.0671 1.8367
H 0.0952 -2.2205 4.0280
H -0.1999 -2.8139 2.3559
H 1.0916 -3.5667 3.3519
*
```

Computed properties:
HOMO (alpha / beta)	-5.4 / -7.4	eV
orbital gap (alpha / beta)	5.6 / 7.6	eV
energy above the lowest of the compared OMol25 structures with the same formula, charge and spin	0.000	eV
LUMO (alpha / beta)	0.22 / 0.22	eV



7 unconnected molecules or ions with the total composition C18H39Cl6N5O5. Source: the Open Molecules 2025 dataset; level of theory: ωB97M-V/def2-TZVPD.

The geometry in ORCA input format:
```
! RIJCOSX wB97M-V def2-TZVPD def2/J DEFGRID3
* xyz 0 1
Cl -2.5460 2.1158 4.0288
C -1.7544 0.8270 3.0342
C -0.3615 1.3963 2.4761
Cl 0.7350 1.5996 3.9321
H -2.5418 0.6528 2.3009
H -1.6132 -0.0951 3.5981
H -0.4974 2.3065 1.8921
H 0.1458 0.6730 1.8377
C 5.0356 -0.3734 2.6086
O 4.9061 -1.4285 3.2401
N 4.2706 0.0367 1.5413
C 2.9804 -0.6351 1.2153
C 4.4879 1.3171 0.9260
H 5.8654 0.3263 2.7934
H 2.8111 -0.6793 0.1394
H 2.1934 -0.0630 1.7066
H 2.9012 -1.6691 1.5510
H 5.3083 1.8875 1.3617
H 4.7688 1.2487 -0.1250
H 3.5500 1.8709 0.9687
C -3.1074 3.4886 0.4664
O -2.5771 2.4007 0.3555
N -3.2614 4.4233 -0.5046
C -4.0877 5.6519 -0.2932
C -2.6753 4.1245 -1.7672
H -3.6953 3.7884 1.3477
H -3.5793 6.6156 -0.2614
H -4.6068 5.4778 0.6493
H -4.7217 5.7974 -1.1679
H -3.4694 4.1756 -2.5122
H -1.9685 4.8907 -2.0858
H -2.2482 3.1221 -1.7976
C -0.0989 0.1542 -1.4571
O 1.1313 0.0711 -1.4608
N -0.8084 -0.6684 -0.6819
C -2.3168 -0.5682 -0.6827
C -0.3071 -1.8306 0.0836
H -0.7410 0.8706 -1.9925
H -2.7229 -0.0787 0.2024
H -2.8685 -1.5062 -0.7452
H -2.6863 0.0555 -1.4967
H -0.5819 -1.7416 1.1346
H -0.7306 -2.8018 -0.1726
H 0.7797 -1.8936 0.1378
C 0.6043 -0.7095 -7.2405
O 0.4214 -0.2377 -8.3216
N 1.3673 -0.0708 -6.3690
C 1.4866 -0.7142 -5.0445
C 2.0401 1.2659 -6.4596
H 0.1674 -1.6832 -6.9700
H 1.5866 -0.0016 -4.2258
H 2.3240 -1.3887 -4.8660
H 0.5424 -1.1666 -4.7415
H 1.9979 1.6474 -7.4797
H 1.6036 1.9859 -5.7674
H 3.0530 1.0335 -6.1308
C -0.6216 -3.1772 3.3971
O -0.2096 -3.6868 2.4015
N 0.0538 -2.4019 4.3004
C -0.6291 -1.9601 5.5649
C 1.4212 -2.1070 4.1621
H -1.6882 -3.1583 3.6698
H -1.7138 -2.0380 5.4922
H -0.3481 -0.9217 5.7409
H -0.4594 -2.6306 6.4074
H 2.0053 -2.5349 3.3474
H 1.4569 -1.0209 4.0770
H 1.9296 -2.3959 5.0820
C -1.4386 -5.4512 -1.2656
Cl -0.8015 -4.1151 -2.2360
Cl -1.8138 -6.8578 -2.2983
Cl -0.1709 -5.9288 -0.1111
Cl -2.8627 -4.9076 -0.4403
*
```

Computed properties:
HOMO	-9.1	eV
SMILES string	ClC(Cl)(Cl)Cl.CN(C)C=O.CN(C)C=O.CN(C)C=O.CN(C)C=O.CN(C)C=O.ClCCCl
orbital gap	9.4	eV
LUMO	0.24	eV



5 unconnected molecules or ions with the total composition C18H39ClNO10PS. Source: the Open Molecules 2025 dataset; level of theory: ωB97M-V/def2-TZVPD.

The geometry in ORCA input format:
```
! RIJCOSX wB97M-V def2-TZVPD def2/J DEFGRID3
* xyz 0 1
N 7.2838 -1.3722 -0.2802
C 7.0702 -0.4313 -1.3843
C 6.6213 0.9809 -0.8618
O 6.3946 0.9514 0.5467
P 5.0135 1.4472 1.0677
O 4.0079 1.8307 0.0895
O 5.3249 2.6790 2.0013
O 4.4834 0.3232 2.0896
C 3.8537 -0.7618 1.3850
C 2.3714 -0.4908 1.1525
C 1.9395 -0.7954 -0.2916
C 0.4045 -0.7937 -0.3059
S -0.3106 -0.0263 -1.7371
O -1.6487 0.3093 -1.4038
O 0.4746 1.0389 -2.2178
Cl -0.3443 -1.5223 -3.1412
H 8.2625 -1.5130 -0.0881
H 6.8161 -2.2522 -0.4248
H 6.2909 -0.8389 -2.0155
H 8.0077 -0.3279 -1.9137
H 5.7710 1.3164 -1.4421
H 7.4400 1.6628 -1.0617
H 4.4738 2.9773 2.3655
H 3.9125 -1.6071 2.0602
H 4.3854 -1.0546 0.4819
H 1.7423 -1.0962 1.7949
H 2.1595 0.5581 1.3154
H 2.3071 -0.0377 -0.9724
H 2.3013 -1.7890 -0.5329
H 0.0378 -0.2176 0.5346
H 0.0200 -1.7969 -0.1742
C -6.1544 2.2561 -1.1499
C -5.9884 0.8171 -1.5559
O -6.8951 0.0200 -1.4420
C -4.6460 0.4102 -2.1070
H -7.1633 2.4105 -0.7740
H -5.4411 2.5069 -0.3617
H -5.9976 2.9023 -2.0124
H -3.8699 0.5790 -1.3654
H -4.4218 0.9838 -3.0081
H -4.6654 -0.6495 -2.3594
C 5.7460 0.7430 5.0787
C 4.5848 -0.0191 5.6618
O 3.8936 -0.7285 4.9693
C 4.3233 0.1399 7.1410
H 5.7871 0.5355 4.0179
H 5.5958 1.8151 5.2195
H 6.6762 0.4342 5.5584
H 4.1161 1.1855 7.3739
H 5.1915 -0.1932 7.7117
H 3.4626 -0.4621 7.4232
C -3.6581 -1.3729 1.3775
C -2.6673 -2.5090 1.3809
O -1.5255 -2.3526 1.7532
C -3.1606 -3.8498 0.8970
H -3.1754 -0.4705 1.7456
H -4.0169 -1.1936 0.3624
H -4.5039 -1.6123 2.0239
H -3.4998 -3.7709 -0.1371
H -3.9852 -4.1926 1.5235
H -2.3514 -4.5746 0.9503
C -8.5005 2.0453 -6.0768
C -7.6372 1.7352 -4.8779
O -7.2327 2.6131 -4.1495
C -7.3012 0.2877 -4.6279
H -8.6637 3.1188 -6.1378
H -8.0061 1.7093 -6.9894
H -9.4652 1.5448 -5.9815
H -6.7548 -0.1197 -5.4811
H -8.2144 -0.2866 -4.4670
H -6.6816 0.2139 -3.7436
*
```

Computed properties:
HOMO	-9.3	eV
SMILES string	NCCO[P@](=O)(O)OCCCCS(=O)(=O)Cl.CC(C)=O.CC(C)=O.CC(C)=O.CC(C)=O
orbital gap	9.7	eV
LUMO	0.43	eV



Max |F| for every record listed, in sequence, given in Eh/bohr: 0.178 0.091 0.077 0.033.